1.
15
Properties=species:S:1:pos:R:3:forces:R:3:nbo_charge:R:1 method="wB97M-V/def2-TZVPD" e_tot_ha=-546.9636 total_charge=+1 spin_multiplicity=1 orbital_gap_ev="8.01 / 6.26" e_homo_ev="-11.552 / -10.556" e_above_lowest_kcal_mol=98.7
C -0.6623 1.6578 2.2042 -0.208 0.086 2.646 -0.730
C 0.0685 -1.0580 -1.7559 -1.093 1.716 -1.021 -0.398
C -0.5035 0.3173 1.6467 1.946 1.114 -2.064 0.212
N 1.2884 -0.7435 -2.6527 -3.195 -1.736 -2.341 -0.721
O -1.0638 -0.7191 2.1582 -1.716 -1.702 1.700 -0.649
I 1.1917 -0.2772 0.5560 0.055 0.542 0.821 0.303
H -1.6240 1.5761 2.7858 0.141 0.703 -1.212 0.232
H -0.6040 2.4272 1.4353 -0.203 0.149 0.441 0.260
H -0.0396 1.8906 3.1459 0.020 -0.214 -1.683 0.249
H -0.0444 -2.0812 -1.6397 0.156 -1.898 0.259 0.189
H -0.9460 -0.6121 -2.0857 2.175 -0.183 0.225 0.225
H 1.7336 0.0502 -2.3207 1.140 2.260 0.816 0.423
H 0.8697 -0.5243 -3.6229 1.335 -0.485 1.588 0.456
H 2.0059 -1.4856 -2.7197 -0.747 0.186 -0.015 0.446
H -1.6701 -0.4183 2.8650 0.194 -0.537 -0.160 0.501

=====

2.
13
Properties=species:S:1:pos:R:3:forces:R:3:nbo_charge:R:1 method="wB97M-V/def2-TZVPD" e_tot_ha=-174.4024 total_charge=0 spin_multiplicity=1 orbital_gap_ev=9.13 e_homo_ev=-8.097 e_above_lowest_kcal_mol=31.8
C 0.3463 -3.5900 3.1751 0.862 -0.204 0.678 -0.863
H -0.2092 -4.3281 2.5594 0.683 0.251 0.529 0.217
H 0.3366 -3.8439 4.2707 -0.785 0.344 -1.012 0.216
H -0.0756 -2.5972 2.9409 0.334 -0.397 0.448 0.216
H 1.4586 -3.5950 3.0201 -1.094 0.006 -0.643 0.216
C 0.6397 1.4528 -1.9063 1.193 -0.943 -0.446 -0.536
C -0.6038 1.9309 -1.8199 0.749 0.116 0.388 0.008
N -0.8854 3.1710 -2.3586 -3.446 1.574 -0.030 -0.825
H 1.3248 1.8527 -2.6665 -0.279 0.521 0.581 0.190
H 1.1348 0.6109 -1.3923 -1.193 0.208 -0.217 0.210
H -1.4408 1.4158 -1.3507 0.287 0.156 0.208 0.193
H -0.1937 3.8925 -2.3430 0.562 -0.190 0.031 0.383
H -1.8323 3.6277 -2.1289 2.127 -1.443 -0.513 0.378

=====

3.
13
Properties=species:S:1:pos:R:3:forces:R:3:nbo_charge:R:1 method="wB97M-V/def2-TZVPD" e_tot_ha=-174.3746 total_charge=0 spin_multiplicity=1 orbital_gap_ev=11.32 e_homo_ev=-10.233 e_above_lowest_kcal_mol=49.2
C 0.9693 -2.6396 5.6892 -0.926 0.299 0.246 -0.857
H 1.8300 -2.8779 5.0819 -0.019 -0.736 0.058 0.218
H 1.2362 -1.8307 6.3273 0.498 0.442 0.940 0.211
H 0.2222 -2.1684 5.0877 -0.497 0.140 -0.917 0.210
H 0.4067 -3.3932 6.2632 0.944 -0.145 -0.327 0.219
C -0.5041 1.5778 -4.5704 -2.596 -1.152 -0.627 -0.474
C -0.6937 1.7639 -2.2175 -2.275 -0.235 -3.162 -0.096
N -1.3383 2.0688 -3.3781 4.907 -2.056 3.611 -0.361
H 0.4272 0.9554 -4.5384 -0.626 0.875 0.933 0.193
H -1.1874 0.9942 -5.2613 0.426 0.359 0.959 0.199
H -0.4163 2.4689 -5.1392 0.877 0.890 -0.525 0.211
H -1.0494 2.1111 -1.2429 -0.357 0.232 -0.505 0.174
H 0.0978 0.9697 -2.1015 -0.355 1.086 -0.684 0.153

=====

4.
13
Properties=species:S:1:pos:R:3:forces:R:3:nbo_charge:R:1 method="wB97M-V/def2-TZVPD" e_tot_ha=-174.2327 total_charge=0 spin_multiplicity=1 orbital_gap_ev=7.25 e_homo_ev=-8.406 e_above_lowest_kcal_mol=138.2
C 0.9350 -1.0041 -1.7685 -0.850 0.105 -0.290 -0.842
N 0.4325 0.8942 0.9736 -0.773 -0.683 -0.991 -0.548
C 0.6560 -0.2009 1.5913 0.613 -0.122 1.143 0.102
C -0.6945 0.7692 0.1400 0.462 0.667 0.300 0.019
H 1.7535 -0.6849 -2.4076 0.363 0.190 0.564 0.213
H 0.3009 -0.1919 -1.3876 0.332 -0.053 -0.703 0.215
H 1.1767 -1.5383 -0.8524 0.550 -0.305 -0.294 0.200
H 1.5750 -0.3083 2.1675 0.049 0.162 -0.018 0.169
H 0.3177 -1.6148 -2.4278 -0.174 -0.197 0.293 0.213
H -0.0174 -1.0574 1.6506 -0.314 0.195 -0.327 0.168
H -6.6230 0.0120 -0.8393 0.006 -0.019 -0.009 -0.001
H -6.3635 -0.6144 -1.1404 -0.005 0.019 0.009 0.001
H -0.9243 1.8088 -0.1732 -0.257 0.041 0.323 0.090